# 1
Molecular formula: CH6N2O4S
Method: DFT, ωB97M-V/def2-TZVPD

For the LUMO energy, the calculation gives 0.32 eV. As for the relative energy (zero: lowest compared OMol25 entry of this formula, charge and spin): 27.4 kcal per mole. Its total charge is 0. The value obtained for the HOMO-LUMO gap is 10.374 eV.

Last column: Mulliken charge in e.
Geometry (Å):
C1 -1.289 0.076 0.218  -0.01
N1 -0.800 1.326 0.346  -0.34
N2 -0.930 -0.802 -0.625  -0.14
O1 1.658 -0.991 -1.243  -0.72
O2 1.548 1.252 -0.408  -0.72
O3 3.380 -0.199 0.327  -0.47
O4 0.898 -0.571 1.026  -0.61
S1 1.778 -0.153 -0.057  1.23
H1 -2.182 -0.183 0.796  0.31
H2 0.082 1.522 -0.093  0.38
H3 -0.862 1.801 1.223  0.24
H4 -0.036 -1.034 -0.958  0.22
H5 3.684 0.237 -0.516  0.36
H6 -1.671 -1.510 -0.593  0.27

=====

# 2
Molecular formula: C42H53N4Tl
Method: DFT, ωB97M-V/def2-TZVPD

For the LUMO energy, the calculation gives -0.86 eV. As for the relative energy (zero: lowest compared OMol25 entry of this formula, charge and spin): 8.8 kcal per mole. Its total charge is 0. The value obtained for the HOMO-LUMO gap is 5.779 eV.

Last column: Mulliken charge in e.
Geometry (Å):
Tl1 -0.492 0.173 -0.142  3.42
C1 0.019 6.147 -0.899  -0.90
C2 1.263 5.585 -0.207  -1.14
C3 0.944 4.266 0.412  0.59
C4 0.601 3.999 1.706  0.87
C5 0.535 4.935 2.866  -1.20
C6 -0.908 5.343 3.169  -1.00
C7 0.257 2.597 1.764  -0.17
N1 0.405 2.043 0.533  -0.44
C8 0.843 3.018 -0.311  -0.32
C9 1.214 2.821 -1.637  -0.28
C10 1.273 1.616 -2.329  -0.53
C11 1.791 1.436 -3.671  0.91
C12 2.322 2.530 -4.537  -1.20
C13 1.212 3.373 -5.172  -0.90
C14 1.711 0.101 -3.949  0.97
C15 1.125 -0.525 -2.784  -0.16
C16 0.844 -1.877 -2.652  -0.49
C17 0.327 -2.536 -1.547  -0.30
N2 -0.038 -1.949 -0.374  -0.38
C18 -0.354 -2.939 0.503  -0.02
C19 -0.710 -2.752 1.832  -0.47
C20 -0.739 -1.557 2.538  -0.05
N3 -0.483 -0.329 2.007  -0.39
C21 -0.455 0.566 3.031  -0.21
C22 -0.140 1.914 2.910  -0.48
C23 -0.745 -0.116 4.271  0.78
C24 -0.929 -1.433 3.964  0.62
C25 -1.287 -2.554 4.881  -1.09
C26 -2.789 -2.843 4.821  -1.06
C27 -0.813 0.536 5.611  -1.11
C28 -2.169 1.206 5.848  -0.99
C29 -0.201 -4.221 -0.143  0.64
C30 0.196 -3.970 -1.425  0.63
C31 0.403 -4.942 -2.536  -1.07
C32 -0.807 -4.946 -3.474  -0.95
C33 -0.441 -5.535 0.516  -1.17
C34 -1.934 -5.849 0.601  -1.03
N4 0.898 0.411 -1.827  -0.45
C35 2.171 -0.642 -5.161  -1.19
C36 1.023 -1.119 -6.056  -0.97
H1 0.222 7.125 -1.329  0.40
H2 -0.793 6.248 -0.182  0.22
H3 -0.312 5.478 -1.689  0.14
H4 1.596 6.287 0.559  0.40
H5 2.071 5.481 -0.934  0.39
H6 1.120 5.831 2.652  0.34
H7 0.968 4.460 3.750  0.40
H8 -1.335 5.880 2.326  0.27
H9 -0.945 5.987 4.046  0.37
H10 -1.522 4.465 3.355  0.24
H11 1.536 3.699 -2.177  0.38
H12 2.927 2.091 -5.334  0.38
H13 2.975 3.177 -3.946  0.44
H14 0.535 2.741 -5.743  0.21
H15 1.643 4.110 -5.846  0.46
H16 0.632 3.895 -4.413  0.07
H17 1.092 -2.496 -3.502  0.42
H18 -0.932 -3.646 2.394  0.36
H19 -0.175 2.495 3.819  0.35
H20 -1.012 -2.298 5.905  0.35
H21 -0.732 -3.454 4.608  0.40
H22 -3.352 -1.966 5.134  0.24
H23 -3.051 -3.675 5.472  0.39
H24 -3.088 -3.089 3.805  0.27
H25 -0.019 1.282 5.695  0.41
H26 -0.644 -0.211 6.388  0.38
H27 -2.354 1.976 5.102  0.22
H28 -2.199 1.664 6.835  0.38
H29 -2.969 0.471 5.781  0.24
H30 0.539 -5.943 -2.124  0.35
H31 1.303 -4.688 -3.101  0.38
H32 -1.709 -5.199 -2.921  0.25
H33 -0.672 -5.679 -4.266  0.41
H34 -0.951 -3.966 -3.923  0.15
H35 -0.014 -5.525 1.523  0.41
H36 0.060 -6.324 -0.048  0.36
H37 -2.465 -5.055 1.120  0.27
H38 -2.096 -6.782 1.136  0.37
H39 -2.358 -5.944 -0.396  0.27
H40 2.754 -1.504 -4.829  0.41
H41 2.836 -0.004 -5.746  0.39
H42 0.271 -1.642 -5.472  0.12
H43 1.402 -1.791 -6.823  0.43
H44 0.542 -0.278 -6.545  0.27
C37 -2.039 0.690 -4.778  -1.20
C38 -2.948 1.385 -3.754  2.30
C39 -2.800 2.901 -3.899  -1.49
C40 -4.406 0.970 -3.958  -1.95
C41 -2.476 0.993 -2.426  -0.21
C42 -2.062 0.659 -1.341  -2.00
H45 -2.307 0.981 -5.794  0.47
H46 -2.127 -0.390 -4.691  0.34
H47 -1.002 0.963 -4.600  -0.09
H48 -3.098 3.214 -4.898  0.38
H49 -1.762 3.182 -3.739  0.12
H50 -3.420 3.422 -3.173  0.45
H51 -4.741 1.256 -4.952  0.38
H52 -5.048 1.454 -3.225  0.42
H53 -4.515 -0.107 -3.851  0.40

=====

# 3
Molecular formula: C4H7NO2
Method: DFT, ωB97M-V/def2-TZVPD

As for the SMILES: C[C@@H](C=O)NC=O. For the LUMO energy, the calculation gives 0.71 eV. As for the relative energy (zero: lowest compared OMol25 entry of this formula, charge and spin): 22.5 kcal per mole. Its total charge is 0. The value obtained for the HOMO-LUMO gap is 10.463 eV.

Last column: Mulliken charge in e.
Geometry (Å):
C1 1.313 0.747 -1.059  0.02
N1 0.115 0.094 -0.997  -0.15
C2 -2.160 0.381 -0.109  -1.31
C3 -0.690 0.188 0.200  0.29
C4 -0.441 -1.025 1.097  -0.14
O1 0.515 -1.742 1.008  -0.45
O2 1.783 1.391 -0.154  -0.53
H1 1.785 0.649 -2.047  0.35
H2 -0.085 -0.667 -1.626  0.26
H3 -2.535 -0.308 -0.859  0.34
H4 -2.316 1.406 -0.434  0.33
H5 -2.731 0.302 0.818  0.38
H6 -0.204 0.965 0.800  0.32
H7 -1.153 -1.173 1.939  0.30

=====

# 4
Molecular formula: C33H25F5N4O7PbS4SeTe
Method: DFT, ωB97M-V/def2-TZVPD

For the LUMO energy (alpha / beta), the calculation gives -2.76 / -2.68 eV. As for the relative energy (zero: lowest compared OMol25 entry of this formula, charge and spin): 95.4 kcal per mole. Its total charge is 0. The value obtained for the HOMO-LUMO gap (alpha / beta) is 5.504 / 5.606 eV.

Last column: Mulliken charge in e.
Geometry (Å):
Pb1 -0.826 0.698 0.814  2.06
Se1 0.992 3.436 8.262  0.31
N1 1.757 2.306 7.158  -0.87
C1 1.040 2.227 6.053  1.08
C2 1.358 1.397 4.923  0.19
C3 2.441 0.514 4.925  -0.59
C4 2.694 -0.231 3.794  -1.17
C5 1.842 -0.091 2.701  -0.23
N2 0.808 0.725 2.694  0.01
C6 0.549 1.471 3.771  -0.18
C7 -0.606 2.351 3.743  -0.20
N3 -1.319 2.406 2.618  -0.03
C8 -2.399 3.157 2.553  -0.26
C9 -2.858 3.901 3.637  -1.00
C10 -2.143 3.869 4.815  -0.54
C11 -0.977 3.099 4.879  0.30
C12 -0.131 3.053 6.040  1.04
N4 -0.315 3.760 7.139  -0.87
H1 3.052 0.442 5.812  0.55
H2 3.529 -0.912 3.748  0.45
H3 2.003 -0.654 1.794  0.55
H4 -2.914 3.164 1.603  0.55
H5 -3.760 4.485 3.548  0.45
H6 -2.451 4.410 5.697  0.55
O1 -5.662 -2.379 3.634  -0.51
C13 -4.638 -2.590 3.042  0.11
C14 -4.432 -2.646 1.539  0.28
O2 -5.066 -3.258 0.713  -0.61
C15 -3.195 -1.866 1.322  0.87
C16 -2.433 -1.807 2.574  0.51
O3 -1.414 -1.158 2.771  -0.44
C17 -3.233 -2.578 3.598  0.13
O4 -2.785 -3.168 4.547  -0.55
O5 -2.881 -1.230 0.291  -0.53
C18 -2.169 -4.960 -1.219  -0.67
C19 -3.150 -3.916 -1.700  -0.78
S1 -2.659 -2.146 -1.686  0.24
C20 -0.962 -2.152 -2.393  -0.27
C21 0.204 -2.575 -1.507  -1.22
S2 -0.197 -2.392 0.272  0.05
C22 0.618 -3.852 1.011  -0.99
C23 -0.090 -5.163 0.685  -0.81
S3 -1.909 -4.973 0.606  0.00
H7 -1.201 -4.852 -1.701  0.20
H8 -2.570 -5.943 -1.468  0.53
H9 -4.068 -3.940 -1.111  0.36
H10 -3.388 -4.119 -2.746  0.60
H11 -0.845 -1.108 -2.673  -0.30
H12 -1.018 -2.764 -3.294  0.69
H13 1.060 -1.930 -1.713  0.50
H14 0.487 -3.612 -1.665  0.61
H15 0.549 -3.648 2.079  0.43
H16 1.666 -3.880 0.713  0.46
H17 0.115 -5.897 1.464  0.46
H18 0.238 -5.580 -0.264  0.38
C24 5.461 3.593 -7.949  -1.09
C25 4.888 3.090 -6.660  0.77
O6 4.624 3.738 -5.689  -0.52
S4 4.593 1.328 -6.721  -0.25
C26 3.721 1.120 -5.175  -0.03
C27 2.336 1.114 -5.190  -0.50
C28 1.647 0.990 -4.001  -0.37
C29 2.342 0.876 -2.795  0.39
C30 3.737 0.872 -2.800  -0.68
C31 4.427 0.995 -3.990  -0.36
C32 1.600 0.794 -1.587  0.51
C33 0.945 0.729 -0.569  -1.57
H19 6.169 4.394 -7.750  0.31
H20 4.647 3.999 -8.549  0.27
H21 5.936 2.789 -8.504  0.36
H22 1.809 1.225 -6.126  0.45
H23 0.569 1.014 -3.998  0.46
H24 4.273 0.781 -1.867  0.48
H25 5.507 1.009 -4.002  0.43
F1 -3.841 1.957 -1.375  -0.50
Te1 -2.137 2.696 -1.900  2.11
F2 -2.943 4.433 -1.958  -0.41
F3 -0.643 3.269 -2.951  -0.43
F4 -2.939 2.560 -3.639  -0.41
F5 -1.636 0.871 -2.382  -0.47
O7 -1.433 2.862 -0.310  -0.78

=====

# 5
Molecular formula: C18H58BaF3O16
Method: DFT, ωB97M-V/def2-TZVPD

For the LUMO energy, the calculation gives 2.19 eV. As for the relative energy (zero: lowest compared OMol25 entry of this formula, charge and spin): 0.0 kcal per mole. Its total charge is -1. The value obtained for the HOMO-LUMO gap is 7.937 eV.

Last column: Mulliken charge in e.
Geometry (Å):
Ba1 1.059 -0.385 2.812  1.98
C1 4.349 -0.343 3.599  0.00
O1 3.744 -0.761 2.371  0.47
O2 3.399 -0.326 4.535  -1.01
C2 5.629 -1.148 3.926  0.48
F1 5.999 -0.972 5.196  -0.29
F2 5.509 -2.479 3.720  -0.25
F3 6.678 -0.739 3.165  -0.28
C3 4.525 -0.796 1.184  -0.62
C4 3.642 -1.349 0.086  -0.44
H1 3.407 -2.392 0.305  0.18
H2 2.735 -0.761 -0.056  -0.33
H3 4.190 -1.385 -0.859  0.48
H4 5.400 -1.439 1.304  0.32
H5 4.914 0.203 0.952  0.29
H6 4.732 0.693 3.462  0.02
O3 -0.770 -1.603 1.084  -1.49
C5 -0.650 -0.861 -0.122  0.74
C6 -0.538 0.686 -0.189  2.11
O4 0.338 1.353 0.675  -0.48
H7 -1.452 -1.111 -0.831  -0.52
H8 0.270 -1.273 -0.586  0.07
H9 -1.546 1.142 -0.109  -0.92
H10 -0.305 0.904 -1.251  -1.02
C7 0.930 0.539 -4.052  -0.10
O5 0.453 1.857 -3.862  -0.58
H11 0.828 -0.039 -3.126  -0.24
H12 0.393 0.062 -4.868  0.25
H13 2.010 0.553 -4.256  0.33
H14 0.691 2.105 -2.954  0.34
C8 -3.526 -0.492 -2.408  0.56
O6 -3.837 -0.718 -3.773  -0.62
H15 -4.329 0.105 -1.979  -0.22
H16 -3.479 -1.434 -1.851  0.28
H17 -2.605 0.080 -2.268  -0.46
H18 -3.058 -1.097 -4.197  0.44
C9 -4.091 -2.421 0.979  -0.28
O7 -3.149 -2.777 1.967  -0.63
H19 -5.078 -2.777 1.267  0.36
H20 -4.129 -1.330 0.858  0.03
H21 -3.840 -2.827 -0.009  0.11
H22 -2.274 -2.492 1.639  0.34
C10 0.027 4.886 -0.063  -0.43
O8 -0.623 3.947 0.758  -0.58
H23 -0.080 5.887 0.359  0.36
H24 1.086 4.638 -0.184  0.11
H25 -0.392 4.935 -1.078  0.10
H26 -0.176 3.077 0.682  0.35
C11 -5.260 1.940 0.345  -0.19
O9 -5.934 1.074 -0.547  -0.56
H27 -4.242 2.086 -0.040  -0.11
H28 -5.737 2.919 0.429  0.41
H29 -5.113 1.510 1.333  0.11
H30 -6.033 1.495 -1.405  0.31
C12 -2.341 3.111 -2.495  0.09
O10 -3.237 4.044 -3.101  -0.61
H31 -2.629 2.849 -1.471  0.02
H32 -2.336 2.193 -3.078  0.06
H33 -1.341 3.541 -2.457  0.09
H34 -2.896 4.925 -2.939  0.31
C13 3.237 1.659 -1.503  -0.49
O11 2.007 2.372 -1.501  -0.55
H35 3.937 2.076 -2.228  0.42
H36 3.685 1.601 -0.512  0.10
H37 3.016 0.666 -1.913  0.09
H38 1.512 2.069 -0.713  0.15
C14 -0.903 -4.676 -0.419  -0.43
O12 0.036 -4.091 0.477  -0.73
H39 -0.393 -5.012 -1.324  0.30
H40 -1.402 -5.502 0.089  0.28
H41 -1.660 -3.941 -0.703  -0.06
H42 -0.247 -3.162 0.619  0.29
C15 2.655 -3.958 2.847  -0.91
O13 1.657 -3.041 2.405  -0.07
H43 2.177 -4.903 3.128  0.37
H44 3.323 -4.212 2.019  0.28
H45 3.159 -3.520 3.700  0.20
H46 1.081 -3.494 1.772  0.48
C16 -2.777 0.781 3.098  -0.51
O14 -1.691 -0.108 3.331  -0.51
H47 -2.669 1.284 2.134  0.00
H48 -3.714 0.217 3.094  0.28
H49 -2.767 1.505 3.908  0.35
H50 -1.579 -0.691 2.548  0.36
C17 2.316 3.739 2.473  -0.80
O15 2.516 2.492 1.839  -0.27
H51 3.006 3.816 3.314  0.32
H52 2.499 4.563 1.777  0.24
H53 1.307 3.852 2.880  0.30
H54 1.708 2.219 1.365  0.19
C18 -0.717 -2.638 -3.750  -0.16
O16 -1.505 -2.090 -4.808  -0.57
H55 0.341 -2.663 -4.010  0.40
H56 -0.866 -2.000 -2.879  -0.25
H57 -1.059 -3.630 -3.445  0.37
H58 -1.132 -2.390 -5.639  0.28

=====

Question: What is the formula in the first record?
Answer: CH6N2O4S